No. 1
A structure of composition C5H11NS at a distorted geometry. Source: the Open Molecules 2025 dataset; level of theory: ωB97M-V/def2-TZVPD.

Summary:
- gap between HOMO and LUMO (hartree) = 0.3391
- HOMO level (eV) = -8.9
- max |F| (eV/Å) = 5.90
- LUMO level (eV) = 0.301

Element x y z (Å)
C 1.98 1.88 -1.18
C 0.46 1.59 -1.24
C -0.18 0.45 -1.63
C 0.18 0.30 0.80
C -0.90 -0.51 1.55
H 2.13 3.29 -1.08
H 2.77 1.37 -0.35
H 2.34 1.53 -2.36
H 0.05 2.41 -1.78
H 0.54 -0.40 -1.60
H -0.89 0.43 -2.38
H 0.73 1.06 1.39
H 1.08 -0.39 0.45
H -1.89 -0.15 1.48
H -0.63 -0.34 2.65
H 0.82 -2.06 0.48
N -0.50 1.03 -0.35
S -0.80 -2.26 0.99

Atom charges from the Löwdin analysis, given in e for atoms 1 to 4:
1 C -0.099
2 C -0.494
3 C -0.171
4 C -0.303



No. 2
A cluster of 2 separate species, C5H11NS in total at a distorted geometry. Source: the Open Molecules 2025 dataset; level of theory: ωB97M-V/def2-TZVPD.

Summary:
- gap between HOMO and LUMO (hartree) = 0.3322
- HOMO level (eV) = -8.3
- max |F| (eV/Å) = 4.64
- LUMO level (eV) = 0.696

Element x y z (Å)
C 1.51 1.33 -1.44
C 0.61 0.80 -2.22
C -0.18 0.10 -3.03
C 0.63 0.91 2.36
C -1.04 -1.92 0.49
N 0.06 0.02 1.27
S -1.23 -0.67 1.72
H 1.54 0.99 -0.38
H 2.25 2.03 -1.52
H -2.30 -0.23 0.98
H 0.10 -0.80 -3.40
H -1.22 0.40 -2.99
H 0.20 0.73 3.29
H 1.70 0.91 2.30
H 0.26 1.91 2.15
H -0.32 -2.78 0.74
H -0.54 -1.36 -0.30
H -2.03 -2.37 0.00

Atom charges from the Löwdin analysis, given in e for atoms 1 to 4:
1 C 0.004
2 C -0.161
3 C -0.011
4 C -0.212



No. 3
A cluster of 2 separate species, C5H11O2 in total at a distorted geometry. Source: the Open Molecules 2025 dataset; level of theory: ωB97M-V/def2-TZVPD.

Summary:
- total charge = -1
- gap between HOMO and LUMO (hartree) = 0.2767
- HOMO level (eV) = -3.7
- max |F| (eV/Å) = 6.87
- LUMO level (eV) = 3.804

Element x y z (Å)
C 0.53 1.40 0.91
C 2.02 1.47 1.10
H -0.05 2.30 0.49
H 0.27 0.81 0.06
H 0.08 1.14 1.90
H 2.35 0.45 0.97
H 2.29 1.90 2.06
H 2.35 2.22 0.39
C -0.82 -1.61 -0.39
C -0.60 -1.24 -1.85
C -1.99 -0.79 0.20
O -2.20 -0.97 1.45
O -2.53 0.04 -0.53
H -0.73 -2.66 -0.14
H 0.10 -1.24 0.18
H -0.19 -0.17 -2.14
H -1.32 -1.24 -2.56
H 0.44 -1.82 -2.11

Atom charges from the Löwdin analysis, given in e for atoms 1 to 4:
1 C -0.189
2 C -0.180
3 H 0.093
4 H 0.016



No. 4
A cluster of 2 separate species, C5H11O2 in total at a distorted geometry. Source: the Open Molecules 2025 dataset; level of theory: ωB97M-V/def2-TZVPD.

Summary:
- total charge = -1
- gap between HOMO and LUMO (hartree) = 0.2667
- HOMO level (eV) = -3.4
- max |F| (eV/Å) = 2.87
- LUMO level (eV) = 3.857

Element x y z (Å)
C -0.90 1.31 0.53
O -1.96 0.65 1.05
C -0.52 0.74 -0.91
C 0.98 0.47 -1.11
C 1.27 -0.90 -0.53
C 1.62 -1.91 -1.31
H -0.02 1.19 1.20
H -1.18 2.39 0.32
H -1.12 -0.16 -0.87
H -0.97 1.48 -1.57
H 1.57 1.30 -0.69
H 1.29 0.66 -2.15
H 0.95 -0.93 0.51
H 1.78 -2.03 -2.36
H 1.83 -2.83 -0.75
H -1.16 -0.35 3.56
H -1.83 -0.15 2.16
O -1.64 -0.93 2.93

Atom charges from the Löwdin analysis, given in e for atoms 1 to 4:
1 C -0.445
2 O -0.307
3 C -0.201
4 C -0.251



No. 5
A cluster of 2 separate species, C5H11O2 in total at a distorted geometry. Source: the Open Molecules 2025 dataset; level of theory: ωB97M-V/def2-TZVPD.

Summary:
- total charge = -1
- gap between HOMO and LUMO (hartree) = 0.2784
- HOMO level (eV) = -3.9
- max |F| (eV/Å) = 1.28
- LUMO level (eV) = 3.672

Element x y z (Å)
C -0.48 1.07 2.88
C -0.26 -0.48 2.81
O 0.61 -0.84 1.98
O -0.88 -1.15 3.66
H 0.31 1.56 3.45
H -1.49 1.26 3.28
H -0.50 1.53 1.89
C 0.25 -0.27 -1.18
C -0.70 0.54 -2.08
C 1.23 -1.07 -2.00
H 0.69 0.37 -0.42
H -0.39 -0.92 -0.58
H -0.25 0.73 -3.05
H 2.06 -1.49 -1.42
H 0.77 -1.89 -2.55
H -1.03 1.48 -1.63
H -1.62 -0.02 -2.30
H 1.70 -0.41 -2.73

Atom charges from the Löwdin analysis, given in e for atoms 1 to 4:
1 C -0.064
2 C -0.802
3 O -0.113
4 O -0.106



No. 6
A cluster of 2 separate species, C5H11O2 in total at a distorted geometry. Source: the Open Molecules 2025 dataset; level of theory: ωB97M-V/def2-TZVPD.

Summary:
- total charge = -1
- gap between HOMO and LUMO (hartree) = 0.2609
- HOMO level (eV) = -2.9
- max |F| (eV/Å) = 5.37
- LUMO level (eV) = 4.221

Element x y z (Å)
C 1.31 0.96 -0.07
O 1.35 -0.45 0.00
C -0.03 1.55 -0.76
C -1.31 1.16 0.05
C -1.21 -0.27 0.59
C -2.23 -1.13 0.50
H 1.59 1.56 0.90
H 2.02 1.31 -0.87
H 0.15 1.08 -1.73
H 0.25 2.71 -0.80
H -1.23 1.80 0.94
H -2.27 1.25 -0.50
H -0.22 -0.40 1.02
H -3.03 -0.66 -0.02
H -2.30 -2.00 1.13
H 1.96 -2.24 0.18
H 2.90 -3.16 -0.61
O 2.31 -3.07 0.06

Atom charges from the Löwdin analysis, given in e for atoms 1 to 4:
1 C -0.453
2 O -0.386
3 C -0.216
4 C -0.220



No. 7
A cluster of 2 separate species, C5H11O2 in total at a distorted geometry. Source: the Open Molecules 2025 dataset; level of theory: ωB97M-V/def2-TZVPD.

Summary:
- total charge = -1
- gap between HOMO and LUMO (hartree) = 0.2954
- HOMO level (eV) = -4.0
- max |F| (eV/Å) = 1.49
- LUMO level (eV) = 4.046

Element x y z (Å)
C 2.23 -2.39 0.60
C 1.18 -1.22 0.61
O -0.01 -1.55 0.51
O 1.69 -0.08 0.73
H 2.29 -2.83 1.59
H 3.19 -1.95 0.33
H 1.92 -3.18 -0.09
C -1.30 1.46 -0.27
C -2.37 0.57 -0.90
C -1.09 2.79 -1.02
H -1.49 1.64 0.78
H -0.38 0.89 -0.34
H -3.35 0.68 -0.41
H -0.65 2.59 -1.99
H -2.00 3.36 -1.11
H -2.15 -0.47 -0.65
H -2.51 0.64 -1.97
H -0.37 3.40 -0.46

Atom charges from the Löwdin analysis, given in e for atoms 1 to 4:
1 C -0.064
2 C -0.799
3 O -0.090
4 O -0.104



No. 8
A cluster of 2 separate species, C5H11O2 in total at a distorted geometry. Source: the Open Molecules 2025 dataset; level of theory: ωB97M-V/def2-TZVPD.

Summary:
- total charge = -1
- gap between HOMO and LUMO (hartree) = 0.2560
- HOMO level (eV) = -3.5
- max |F| (eV/Å) = 3.72
- LUMO level (eV) = 3.424

Element x y z (Å)
C -1.46 0.00 -3.45
C -0.13 0.63 -2.88
H -1.52 0.31 -4.54
H -1.68 -1.10 -3.41
H -2.27 0.33 -2.71
H 0.53 0.95 -3.66
H 0.42 -0.01 -2.15
H -0.32 1.59 -2.25
C -0.04 -0.48 0.61
C -1.51 0.05 0.94
C 1.05 -0.27 1.75
O 2.29 -0.47 1.60
O 0.52 0.37 2.62
H 0.16 -1.51 0.51
H 0.26 -0.08 -0.31
H -2.11 -0.16 0.14
H -1.43 1.16 0.89
H -2.00 -0.26 1.89

Atom charges from the Löwdin analysis, given in e for atoms 1 to 4:
1 C -0.180
2 C -0.179
3 H 0.063
4 H 0.057



No. 9
A cluster of 2 separate species, C5H11O2 in total at a distorted geometry. Source: the Open Molecules 2025 dataset; level of theory: ωB97M-V/def2-TZVPD.

Summary:
- total charge = -1
- gap between HOMO and LUMO (hartree) = 0.2890
- HOMO level (eV) = -3.8
- max |F| (eV/Å) = 2.58
- LUMO level (eV) = 4.099

Element x y z (Å)
C 1.40 -2.37 -0.35
C 0.70 -1.67 -1.52
H 1.45 -1.71 0.53
H 0.68 -3.16 -0.06
H 2.35 -2.84 -0.53
H 0.82 -2.24 -2.45
H 1.21 -0.70 -1.48
H -0.35 -1.48 -1.43
C 0.50 1.28 0.35
C 0.21 2.67 0.89
C -0.78 0.38 0.35
O -1.63 0.76 -0.49
O -0.89 -0.66 1.04
H 0.76 1.14 -0.71
H 1.31 0.76 0.88
H 1.13 3.18 1.22
H -0.56 2.63 1.66
H -0.15 3.39 0.14

Atom charges from the Löwdin analysis, given in e for atoms 1 to 4:
1 C -0.176
2 C -0.161
3 H 0.047
4 H 0.063



No. 10
The ion C5H11O2 with charge -1 at a distorted geometry. Source: the Open Molecules 2025 dataset; level of theory: ωB97M-V/def2-TZVPD.

Summary:
- total charge = -1
- gap between HOMO and LUMO (hartree) = 0.2597
- HOMO level (eV) = -2.9
- max |F| (eV/Å) = 5.44
- LUMO level (eV) = 4.204
- SMILES string = [O-]CCCCCO

Element x y z (Å)
O -0.01 -1.46 1.67
C 1.13 -0.76 1.47
C 1.33 0.11 0.05
C 0.13 1.16 0.02
C -0.81 0.93 -1.14
C -1.23 -0.53 -1.01
O -2.19 -0.64 0.06
H 2.05 -1.38 1.67
H 1.12 0.16 2.20
H 1.42 -0.80 -0.60
H 2.40 0.51 0.07
H -0.46 0.87 1.07
H 0.79 2.10 -0.03
H -0.34 1.11 -2.12
H -1.58 1.63 -1.19
H -0.46 -1.24 -0.99
H -1.80 -0.95 -1.96
H -1.49 -0.83 0.74

Atom charges from the Löwdin analysis, given in e for atoms 1 to 4:
1 O -0.341
2 C -0.511
3 C -0.220
4 C -0.223



No. 11
A cluster of 2 separate species, C5H11O2 in total at a distorted geometry. Source: the Open Molecules 2025 dataset; level of theory: ωB97M-V/def2-TZVPD.

Summary:
- total charge = -1
- gap between HOMO and LUMO (hartree) = 0.2942
- HOMO level (eV) = -3.8
- max |F| (eV/Å) = 2.80
- LUMO level (eV) = 4.157

Element x y z (Å)
C -1.66 1.45 0.65
C -1.59 0.28 1.61
C -0.64 1.26 -0.50
O -0.89 0.44 -1.41
O 0.33 2.07 -0.46
H -2.62 1.73 0.26
H -1.24 2.38 1.08
H -1.10 -0.63 1.24
H -2.61 -0.08 1.82
H -1.08 0.41 2.55
C 1.20 -1.83 -0.99
C 2.08 -0.58 -0.77
H 1.23 -2.00 -2.07
H 1.64 -2.62 -0.40
H 0.16 -1.74 -0.65
H 3.18 -0.61 -0.64
H 1.97 0.22 -1.48
H 1.64 -0.14 0.15

Atom charges from the Löwdin analysis, given in e for atoms 1 to 4:
1 C -0.198
2 C -0.129
3 C -0.761
4 O -0.081



No. 12
A cluster of 2 separate species, C5H11O2 in total at a distorted geometry. Source: the Open Molecules 2025 dataset; level of theory: ωB97M-V/def2-TZVPD.

Summary:
- total charge = -2
- gap between HOMO and LUMO (spin up / spin down) (hartree) = 0.1082 / 0.2835
- HOMO level (spin up / spin down) (eV) = 3.8 / -1.1
- multiplicity = 2
- max |F| (eV/Å) = 3.98
- LUMO level (spin up / spin down) (eV) = 6.699 / 6.623

Element x y z (Å)
C -1.61 -0.43 0.89
C -0.50 -0.38 2.16
O -0.08 -1.40 2.70
O -0.10 0.69 2.61
H -2.19 0.52 1.09
H -1.83 -1.50 0.96
H -1.05 -0.19 0.01
C 0.52 0.42 -1.82
C -0.20 -0.17 -3.00
C 1.82 1.05 -2.40
H 0.90 -0.40 -1.11
H 0.09 1.22 -1.19
H -0.35 0.74 -3.68
H 0.37 -0.98 -3.39
H 2.47 0.36 -2.94
H -1.22 -0.54 -2.73
H 2.38 1.45 -1.44
H 1.70 2.06 -2.98

Atom charges from the Löwdin analysis, given in e for atoms 1 to 4:
1 C -0.035
2 C -0.810
3 O -0.127
4 O -0.136



No. 13
A cluster of 2 separate species, C5H11O2 in total at a distorted geometry. Source: the Open Molecules 2025 dataset; level of theory: ωB97M-V/def2-TZVPD.

Summary:
- gap between HOMO and LUMO (spin up / spin down) (hartree) = 0.4445 / 0.2687
- HOMO level (spin up / spin down) (eV) = -11.4 / -10.6
- multiplicity = 2
- max |F| (eV/Å) = 3.97
- LUMO level (spin up / spin down) (eV) = 0.718 / -3.327

Element x y z (Å)
C 0.35 -0.17 1.40
C 1.66 -0.75 0.76
C 0.69 0.94 2.40
H -0.29 0.12 0.58
H -0.07 -0.95 2.02
H 2.62 -0.35 1.11
H -0.14 1.05 3.11
H 1.47 0.54 3.04
H 1.68 -0.61 -0.32
H 1.63 -1.83 0.95
H 0.98 1.92 1.98
C -1.38 0.66 -2.37
C -1.80 -0.80 -2.61
O -2.98 -1.12 -2.45
O -0.89 -1.67 -2.66
H -0.28 0.69 -2.12
H -1.89 1.11 -1.51
H -1.37 1.19 -3.31

Atom charges from the Löwdin analysis, given in e for atoms 1 to 4:
1 C -0.287
2 C -0.114
3 C -0.134
4 H 0.073